1.
Molecular formula: C4H7FO2
Method: DFT, ωB97M-V/def2-TZVPD

The calculation puts the lowest unoccupied orbital energy at 0.4329 eV. For the HOMO energy, the calculation gives -9.7 eV.

Last column: Löwdin charge in e.
Geometry (Å):
F 1.545 -1.201 -0.571  0.07
H -0.616 -1.897 0.324  0.13
H 2.046 0.313 1.283  0.10
H -1.033 1.401 -0.267  0.05
H 1.603 1.308 -0.949  0.15
C 1.058 0.514 0.966  0.03
C 0.772 1.038 -0.366  -0.29
O -0.325 1.900 -0.685  0.02
H -2.594 -0.969 0.288  0.17
H -0.777 -1.374 -1.407  0.15
C 0.573 -0.366 -0.184  -0.46
O -1.831 -0.281 0.139  -0.08
C -0.746 -1.050 -0.336  -0.17
H 0.325 0.663 1.765  0.13

2.
Molecular formula: C4H7FS
Method: DFT, ωB97M-V/def2-TZVPD

The calculation puts the lowest unoccupied orbital energy at 1.0316 eV. For the HOMO energy, the calculation gives -8.4 eV.

Last column: Löwdin charge in e.
Geometry (Å):
H 0.760 -0.707 0.483  0.07
H -0.606 -2.556 -2.251  0.13
C -0.262 -0.424 0.381  -0.55
H 1.768 1.696 0.738  0.03
F 1.054 -1.785 -1.379  -0.07
H -0.736 -0.408 1.349  0.08
H -2.176 -1.179 -0.467  0.12
C -1.096 -1.184 -0.567  -0.20
C -0.367 -1.916 -1.367  -0.10
S -0.391 1.232 -0.185  0.82
H 0.533 1.968 1.926  0.04
H 0.729 3.132 0.462  0.02
C 0.791 2.131 0.876  -0.39

The evaluated HOMO-LUMO gap for the records listed, in turn: 0.3729; 0.3480 Ha.
The evaluated relative energy (zero: lowest compared OMol25 entry of this formula, charge and spin) for the records listed, in turn: 213.1; 156.2 kJ/mol.